No. 1
Below is a 2-piece molecular cluster, CH3BrCl2Si overall, with properties calculated with the ωB97M-V functional and the def2-TZVPD basis.

Each line ends with the natural charge from an NBO analysis.
Geometry (Å):
C 1.349 -0.278 -0.563  -0.7129
Si -1.431 0.062 0.361  1.1068
Cl -2.855 -0.788 -0.564  -0.3033
Cl -1.450 1.944 0.584  -0.3079
Br 2.537 0.940 0.368  -0.0159
H 1.485 -1.358 -0.216  0.2137
H 1.396 0.065 -1.575  0.1910
H -1.032 -0.588 1.605  -0.1714

Calculated values
**E_tot**: -104049.82942 eV
**LUMO energy (spin up / spin down)**: -0.30 / -0.30 eV
**Max |F|**: 6.3 eV/Å
**E_HOMO (spin up / spin down)**: -7.793 / -7.792 eV
**Gap between HOMO and LUMO (spin up / spin down)**: 7.49 / 7.49 eV



No. 2
Below is a 2-piece molecular cluster, C5H8O overall, with properties calculated with the ωB97M-V functional and the def2-TZVPD basis.

Each line ends with the natural charge from an NBO analysis.
Geometry (Å):
C -1.078 0.364 -1.132  -0.3676
C -0.748 0.723 0.306  -0.2930
C -0.776 -0.235 1.478  -0.0854
O 0.375 -1.126 1.284  -0.4755
C 0.771 -0.948 0.013  0.2410
C 0.290 0.148 -0.605  -0.2370
H -1.655 -0.538 -1.322  0.2131
H -1.282 1.181 -1.820  0.2190
H -0.685 1.788 0.530  0.2186
H -1.666 -0.867 1.562  0.1877
H -0.607 0.282 2.424  0.2017
H 1.466 -1.700 -0.351  0.2004
H 3.159 0.369 -1.179  -0.0420
H 2.437 0.560 -1.188  0.0189

Calculated values
**E_tot**: -7357.66794 eV
**LUMO energy**: 0.75 eV
**Max |F|**: 0.4 eV/Å
**E_HOMO**: -8.016 eV
**SMILES**: C1=C2C[C@H]2CO1.[H][H]
**Gap between HOMO and LUMO**: 8.76 eV



No. 3
Below is C24H21OS5SiTl as an isolated structure, with properties calculated with the ωB97M-V functional and the def2-TZVPD basis.

Each line ends with the natural charge from an NBO analysis.
Geometry (Å):
Tl 0.270 0.127 -0.196  0.4874
S -2.617 2.124 -1.691  -0.7095
S -2.454 3.044 0.123  -0.1566
S -0.531 3.779 0.400  -0.1214
S 0.702 2.423 1.367  -0.6761
C 1.132 -0.310 6.639  -0.2589
C 2.388 -0.314 6.046  -0.2329
C 2.534 -0.686 4.715  -0.2159
C 1.440 -1.067 3.927  -0.3903
C 0.188 -1.043 4.551  -0.1545
C 0.027 -0.679 5.881  -0.2454
Si 1.608 -1.488 2.054  0.5158
C 0.921 -3.298 2.108  -0.3821
C -0.449 -3.540 1.940  -0.1726
C -0.978 -4.826 1.949  -0.2373
C -0.142 -5.925 2.105  -0.2595
C 1.224 -5.717 2.255  -0.2368
C 1.740 -4.426 2.259  -0.2266
H 1.012 -0.014 7.676  0.1872
H 3.260 -0.027 6.626  0.1862
H 3.523 -0.683 4.268  0.1995
H -0.686 -1.308 3.962  0.1934
H -0.965 -0.657 6.320  0.1944
H 3.092 -1.848 2.092  -0.2389
H -1.114 -2.696 1.780  0.2160
H -2.046 -4.971 1.819  0.1935
H -0.548 -6.930 2.102  0.1866
H 1.889 -6.567 2.374  0.1858
H 2.807 -4.279 2.389  0.2028
O -1.849 -0.374 1.359  -0.9937
S -3.228 0.206 1.403  1.3217
C -3.367 1.083 2.971  -0.1671
C -4.603 1.305 3.568  -0.2424
C -4.676 2.101 4.701  -0.2333
C -3.523 2.681 5.220  -0.2242
C -2.297 2.460 4.606  -0.1894
C -2.215 1.660 3.475  -0.2276
C -4.290 -1.194 1.848  -0.1568
C -3.978 -2.052 2.894  -0.2187
C -4.790 -3.145 3.146  -0.2075
C -5.916 -3.378 2.361  -0.2215
C -6.223 -2.520 1.315  -0.2234
C -5.402 -1.428 1.053  -0.2395
H -5.501 0.856 3.159  0.2086
H -5.634 2.271 5.179  0.1958
H -3.583 3.304 6.105  0.1963
H -1.394 2.922 4.986  0.2198
H -1.259 1.504 2.978  0.2874
H -3.100 -1.869 3.501  0.2362
H -4.543 -3.821 3.956  0.2086
H -6.550 -4.233 2.561  0.1998
H -7.095 -2.702 0.698  0.2036
H -5.612 -0.753 0.230  0.2338

Calculated values
**E_tot**: -94024.71515 eV
**LUMO energy**: 4.16 eV
**Max |F|**: 0.4 eV/Å
**E_HOMO**: -0.361 eV
**Gap between HOMO and LUMO**: 4.52 eV
**Charge**: -2